Formula: C25H50Br4O9
Source: the Open Molecules 2025 dataset
Level of theory: wB97M-V/def2-TZVPD

Structure (XYZ):
```
88
Properties=species:S:1:pos:R:3:forces:R:3:lowdin_charge:R:1
C -10.076 26.904 4.357 -0.2 -0.5 0.7 -0.07
C -8.601 27.162 4.702 -0.8 0.8 -0.8 -0.22
O -7.874 26.220 3.937 1.1 -0.6 -0.6 -0.04
C -6.528 26.411 3.804 -0.1 0.9 2.4 -0.53
C -5.875 25.267 3.158 -0.1 -0.7 -1.0 0.01
O -5.922 27.324 4.336 -0.9 -0.5 -0.8 0.09
H -10.376 25.910 4.687 0.3 -0.3 -0.1 0.07
H -10.285 26.942 3.288 0.3 0.2 0.0 0.08
H -10.804 27.521 4.885 0.4 0.5 0.0 0.07
H -8.287 28.144 4.348 -0.1 0.2 0.3 0.12
H -8.342 27.075 5.757 -0.2 -0.1 0.0 0.13
H -5.733 25.532 2.110 0.3 -0.1 -0.1 0.10
H -6.538 24.402 3.159 0.2 0.0 0.1 0.09
H -4.916 25.057 3.631 -0.1 0.1 -0.1 0.10
C -1.159 14.434 7.651 0.6 -0.1 0.2 -0.06
C -0.664 15.394 8.754 -0.6 -1.5 0.4 -0.22
O -1.479 16.543 8.645 0.2 1.4 0.0 -0.02
C -1.402 17.462 9.613 -1.4 2.4 2.2 -0.50
C -2.201 18.786 9.303 -0.1 -1.5 -0.8 0.02
O -0.937 17.353 10.735 0.3 -1.0 -1.7 0.08
H -0.518 13.557 7.563 0.4 0.2 0.0 0.07
H -1.234 14.917 6.677 0.2 0.1 0.1 0.07
H -2.132 13.987 7.851 -0.2 0.5 0.4 0.07
H -0.818 14.951 9.738 -0.3 -0.2 0.1 0.12
H 0.395 15.648 8.804 0.1 0.2 -0.8 0.13
H -1.937 19.135 8.304 0.1 0.3 0.1 0.07
H -2.191 19.559 10.070 0.8 -0.3 0.0 0.08
H -3.256 18.519 9.239 -0.1 -0.3 -0.2 0.07
C 7.109 17.310 -1.270 -0.1 -0.4 0.1 -0.07
C 8.481 17.826 -1.702 -0.1 1.5 -0.1 -0.21
O 8.794 17.666 -3.083 0.0 -0.5 -1.1 -0.04
C 9.277 18.628 -3.922 0.2 0.0 -1.0 -0.49
C 9.567 17.965 -5.305 -0.5 0.0 1.0 0.02
O 9.464 19.804 -3.706 -0.4 -1.3 0.6 0.09
H 6.912 16.244 -1.382 0.5 -0.1 -0.2 0.07
H 6.247 17.797 -1.726 0.3 0.3 -0.3 0.07
H 7.022 17.497 -0.200 0.1 0.1 0.1 0.07
H 8.496 18.905 -1.552 0.1 0.1 0.5 0.11
H 9.316 17.394 -1.150 -0.2 -0.2 0.1 0.12
H 8.735 17.314 -5.573 -0.2 0.2 0.0 0.08
H 10.396 17.262 -5.216 0.3 0.3 0.1 0.08
H 9.739 18.705 -6.086 0.1 0.0 0.3 0.08
C 7.481 26.266 2.268 0.3 0.8 -1.4 -0.01
C 7.731 27.180 1.027 -0.1 1.7 2.2 -0.48
C 8.706 26.694 0.047 0.4 -1.0 -1.5 -0.04
O 7.392 28.356 0.988 -0.3 -1.3 0.1 0.05
H 6.637 25.610 2.054 0.0 -0.1 0.2 0.08
H 7.326 26.865 3.166 -0.2 -0.1 -0.2 0.08
H 8.401 25.684 2.332 -0.2 -0.2 0.4 0.07
H 9.537 27.398 0.026 0.1 -0.2 0.0 0.10
H 8.279 26.677 -0.956 -0.1 0.3 -0.1 0.09
H 9.024 25.663 0.203 0.3 0.2 0.3 0.08
C 3.734 22.788 8.445 0.4 1.0 0.0 -0.03
C 4.957 21.907 8.512 3.2 -0.3 -2.3 -0.44
C 4.737 20.431 8.855 0.6 1.2 0.5 -0.03
O 6.091 22.277 8.093 -3.5 -0.6 1.6 0.02
H 4.043 23.780 8.116 0.1 -0.1 -0.1 0.08
H 3.203 22.951 9.383 0.1 -0.5 0.2 0.08
H 3.015 22.414 7.716 0.1 -0.3 0.0 0.08
H 4.416 20.453 9.896 -0.6 -0.5 0.0 0.08
H 5.672 19.871 8.849 0.0 0.2 -0.3 0.08
H 4.017 20.018 8.148 -0.2 -0.1 0.4 0.08
C -12.248 13.771 -2.792 -0.4 -0.2 -0.2 -0.03
C -10.990 14.431 -2.328 1.0 0.7 0.9 -0.50
C -10.137 13.761 -1.234 -0.2 0.6 -0.5 -0.02
O -10.589 15.494 -2.739 -0.5 0.0 -0.5 0.06
H -12.047 12.737 -3.074 -0.1 -0.1 0.2 0.08
H -12.743 14.262 -3.630 0.4 0.2 0.0 0.08
H -12.959 13.778 -1.966 0.0 -0.2 0.1 0.09
H -9.409 14.494 -0.888 -0.1 0.1 -0.1 0.08
H -9.558 12.991 -1.743 -0.2 -0.5 0.4 0.08
H -10.708 13.455 -0.357 0.0 -0.6 -0.3 0.08
Br 4.194 24.872 -4.849 -0.7 -0.6 0.4 0.56
C 2.741 23.526 -4.499 1.0 -0.5 0.0 -0.62
C 3.382 22.126 -4.603 0.6 0.7 -1.0 -0.74
Br 2.066 20.720 -4.818 -0.1 0.1 0.3 0.61
H 2.024 23.726 -5.295 0.0 -0.2 0.3 0.05
H 2.326 23.678 -3.502 0.1 0.3 -0.2 0.06
H 4.110 21.854 -3.838 -0.6 0.2 0.5 0.06
H 3.990 22.087 -5.507 -0.3 0.0 -0.2 0.03
Br 1.073 20.070 1.945 -0.5 -0.5 0.5 0.58
C -0.350 18.772 2.440 -0.1 -0.3 -1.2 -0.66
C -0.755 18.098 1.133 -0.4 -0.4 0.0 -0.68
Br -2.272 16.840 1.484 0.5 0.6 -0.1 0.56
H -1.202 19.309 2.856 0.4 0.1 0.1 0.05
H 0.034 18.001 3.107 0.1 0.5 0.2 0.06
H 0.019 17.462 0.703 0.0 0.2 0.2 0.05
H -1.093 18.790 0.361 -0.1 0.0 0.3 0.05
```
Forces are in eV/Å.

The largest force on an atom comes out at 0.077 hartree/bohr. Its SMILES is CCOC(C)=O.CCOC(C)=O.CCOC(C)=O.CC(C)=O.CC(C)=O.CC(C)=O.BrCCBr.BrCCBr. The calculation puts the total energy at -11955.733126 Eh. For the highest occupied orbital energy, the calculation gives -9.450 eV. As for the energy above the lowest of the compared OMol25 structures with the same formula, charge and spin: 51.7 kcal per mole. The value obtained for the gap between HOMO and LUMO is 9.57 eV.


Formula: C20H28O9P2
Source: the Open Molecules 2025 dataset
Level of theory: wB97M-V/def2-TZVPD

Structure (XYZ):
```
59
Properties=species:S:1:pos:R:3:forces:R:3:nbo_charge:R:1
C -4.421 -3.013 1.817 0.2 0.3 0.0 -0.63
C -3.625 -1.883 2.450 -0.2 -0.5 0.4 -0.06
O -3.400 -0.834 1.520 0.6 0.2 -0.8 -0.82
P -2.026 -0.866 0.649 -1.3 0.6 0.9 2.43
O -1.719 -2.239 0.206 0.1 -0.3 -0.3 -1.14
O -0.933 -0.356 1.688 -0.1 -0.3 -0.2 -0.99
C -2.542 0.375 -0.555 0.2 -0.1 0.5 -0.47
C -3.074 -0.077 -1.747 0.0 0.0 0.0 -0.15
C -3.488 0.822 -2.712 0.0 0.0 -0.1 -0.23
C -3.369 2.180 -2.471 0.0 -0.1 0.0 -0.19
C -2.843 2.640 -1.277 0.2 0.1 0.3 -0.29
C -2.424 1.738 -0.306 -0.2 -0.2 -0.3 0.40
O -1.962 2.120 0.935 -0.1 -0.2 0.0 -0.55
C -1.009 3.165 1.000 0.7 0.5 0.1 -0.06
C 0.389 2.626 0.683 -0.3 -0.1 -0.1 -0.11
O 1.304 3.706 0.654 -0.3 0.1 0.0 -0.53
C 2.641 3.311 0.817 0.2 -0.3 -0.2 -0.09
C 3.201 2.472 -0.346 0.1 0.6 0.3 -0.10
O 2.686 1.160 -0.415 0.1 0.0 0.1 -0.51
C 3.000 0.241 0.529 0.1 -0.2 0.1 0.41
C 3.965 0.365 1.522 0.0 0.3 -0.2 -0.33
C 4.169 -0.681 2.409 -0.1 -0.1 0.0 -0.17
C 3.427 -1.845 2.321 0.1 -0.1 0.1 -0.25
C 2.476 -1.976 1.321 0.0 0.0 0.0 -0.14
C 2.267 -0.945 0.427 -0.5 0.3 -0.7 -0.54
P 1.041 -1.035 -0.915 0.5 -0.3 -0.5 2.43
O -0.076 -0.078 -0.854 0.5 0.1 -0.1 -1.14
O 0.574 -2.546 -0.929 0.5 0.3 0.0 -1.03
O 1.848 -0.825 -2.276 -0.5 0.0 0.5 -0.80
C 2.974 -1.626 -2.597 0.5 -0.4 -0.3 -0.06
C 2.573 -2.880 -3.356 0.0 0.3 0.2 -0.64
H -3.850 -3.433 0.994 0.0 -0.1 -0.1 0.23
H -4.619 -3.787 2.553 0.0 -0.1 0.1 0.21
H -5.363 -2.632 1.431 -0.1 0.0 0.0 0.21
H -4.178 -1.436 3.283 0.1 -0.1 -0.1 0.18
H -2.666 -2.261 2.820 -0.1 0.0 0.1 0.18
H -1.105 0.579 1.850 0.0 0.4 0.1 0.52
H -3.134 -1.143 -1.907 0.0 -0.1 -0.1 0.23
H -3.896 0.469 -3.648 0.0 0.0 -0.1 0.22
H -3.689 2.893 -3.217 0.0 0.1 0.0 0.21
H -2.772 3.703 -1.103 0.0 0.1 0.0 0.22
H -1.052 3.548 2.023 0.0 0.0 -0.2 0.19
H -1.240 3.982 0.313 -0.1 -0.1 0.1 0.18
H 0.686 1.903 1.457 0.0 0.0 -0.1 0.16
H 0.361 2.097 -0.277 0.0 0.0 0.2 0.22
H 3.211 4.241 0.881 0.1 -0.1 0.0 0.20
H 2.752 2.752 1.759 0.0 0.1 -0.1 0.17
H 2.902 2.931 -1.292 0.1 0.0 0.1 0.21
H 4.297 2.457 -0.286 -0.1 0.0 0.0 0.18
H 4.564 1.259 1.610 0.0 0.1 0.0 0.22
H 4.921 -0.577 3.177 0.1 0.0 0.1 0.22
H 3.590 -2.647 3.024 0.0 -0.1 0.1 0.22
H 1.891 -2.877 1.224 0.0 -0.1 0.0 0.24
H -0.328 -2.547 -0.510 -0.5 -0.3 0.1 0.54
H 3.516 -1.895 -1.683 0.0 0.1 -0.1 0.18
H 3.619 -0.992 -3.216 0.0 -0.1 0.2 0.19
H 3.460 -3.446 -3.631 0.1 -0.1 0.0 0.21
H 2.028 -2.608 -4.256 0.0 0.0 -0.1 0.21
H 1.930 -3.495 -2.734 0.0 -0.1 0.0 0.23
```
Forces are in eV/Å.

The largest force on an atom comes out at 0.034 hartree/bohr. Its SMILES is CCO[P@](=O)(O)c1ccccc1OCCOCCOc1ccccc1[P@](=O)(O)OCC. The calculation puts the total energy at -2138.963139 Eh. For the highest occupied orbital energy, the calculation gives -8.719 eV. As for the energy above the lowest of the compared OMol25 structures with the same formula, charge and spin: 11.7 kcal per mole. The value obtained for the gap between HOMO and LUMO is 9.42 eV.


Formula: C22H17IrN5O8
Source: the Open Molecules 2025 dataset
Level of theory: wB97M-V/def2-TZVPD

Structure (XYZ):
```
53
Properties=species:S:1:pos:R:3:forces:R:3:lowdin_spin:R:1
Ir 0.069 0.204 0.327 -0.4 -0.7 -0.1 0.69
O 0.240 4.711 0.366 0.0 0.1 0.0 0.00
C 0.001 3.431 0.396 0.1 -0.1 0.0 0.01
O 0.846 2.552 0.450 0.1 0.3 0.0 0.08
C -1.425 3.038 0.385 -0.1 -0.1 -0.1 0.01
C -2.496 3.904 0.390 0.0 0.0 0.0 0.00
C -3.782 3.366 0.419 0.0 0.1 0.0 0.00
C -3.939 1.994 0.450 0.0 -0.1 0.0 0.00
C -2.804 1.194 0.434 0.1 0.1 0.1 0.00
N -1.579 1.703 0.394 0.3 0.2 -0.1 0.06
C -2.843 -0.305 0.461 0.3 -0.2 -0.2 0.01
O -3.844 -0.939 0.590 -0.1 0.1 0.0 0.01
O -1.637 -0.839 0.258 -0.3 0.2 0.4 0.02
H 1.196 4.894 0.384 0.0 0.0 0.0 0.00
H -2.326 4.972 0.377 0.0 0.0 0.0 0.00
H -4.644 4.020 0.428 0.0 0.0 0.0 0.00
H -4.910 1.517 0.488 0.0 0.0 0.0 0.00
N 0.279 0.220 2.414 0.3 0.1 -0.1 0.00
C 0.553 -1.131 2.909 0.0 0.0 -0.1 0.00
C 0.568 -1.486 4.224 0.1 0.0 0.0 0.00
C 0.912 -2.811 4.577 0.0 0.0 0.0 0.00
C 1.231 -3.732 3.619 0.0 0.0 0.0 0.00
C 1.188 -3.388 2.246 0.0 0.0 0.0 0.00
C 1.445 -4.287 1.189 0.0 0.0 0.0 0.01
C 1.307 -3.875 -0.110 0.0 0.0 0.0 0.00
C 0.910 -2.562 -0.375 0.0 0.0 0.1 0.01
N 0.693 -1.695 0.600 0.2 -0.1 -0.4 0.00
C 0.831 -2.073 1.908 -0.1 0.1 0.0 0.00
H -0.442 0.682 2.964 -0.1 -0.1 -0.1 0.00
H 1.128 0.786 2.509 0.0 0.0 0.2 0.00
H 0.335 -0.765 4.998 0.0 0.0 0.0 0.00
H 0.928 -3.087 5.622 0.0 0.0 0.0 0.00
H 1.507 -4.741 3.896 0.0 0.0 0.0 0.00
H 1.739 -5.305 1.415 0.0 0.0 0.0 0.00
H 1.485 -4.544 -0.939 0.0 0.0 0.0 0.00
H 0.752 -2.218 -1.387 0.0 0.0 0.0 0.00
C -1.942 0.059 -3.044 0.0 0.0 0.0 0.00
C -0.481 0.223 -2.846 0.2 0.0 0.0 0.00
N 0.231 0.253 -1.718 -0.2 0.0 -0.3 0.00
C 1.558 0.424 -2.077 0.0 0.0 0.2 0.00
C 1.659 0.488 -3.423 -0.1 0.1 0.0 0.00
N 0.382 0.365 -3.876 0.0 0.0 -0.2 0.00
C 2.861 0.647 -4.314 -0.6 -0.2 0.2 0.00
O 3.957 0.700 -3.648 1.1 0.4 -0.1 0.00
O 2.659 0.660 -5.505 0.3 0.1 0.2 0.00
C 2.562 0.517 -1.027 1.0 0.1 -0.1 0.01
O 3.769 0.675 -1.258 -1.0 0.0 1.2 0.01
O 2.092 0.404 0.182 -0.2 0.2 0.4 0.08
H -2.443 -0.124 -2.102 0.0 0.0 0.1 0.00
H -2.140 -0.790 -3.699 0.0 0.0 0.0 0.00
H -2.364 0.948 -3.516 0.0 0.0 0.0 0.00
H 0.167 0.377 -4.869 -0.1 0.0 0.0 0.00
H 4.002 0.769 -2.534 -0.7 -0.4 -1.6 0.00
```
Forces are in eV/Å.

The largest force on an atom comes out at 0.034 hartree/bohr. The expectation value of S² is 0.75. The calculation puts the total energy at -1828.187146 Eh. As for the charge: +2. For the highest occupied orbital energy (spin up / spin down), the calculation gives -15.225 / -15.225 eV. As for the energy above the lowest of the compared OMol25 structures with the same formula, charge and spin: 23.3 kcal per mole. The spin multiplicity is 2. The value obtained for the gap between HOMO and LUMO (spin up / spin down) is 8.05 / 6.45 eV.


Formula: C13H27F6O9V
Source: the Open Molecules 2025 dataset
Level of theory: wB97M-V/def2-TZVPD

Structure (XYZ):
```
56
Properties=species:S:1:pos:R:3:forces:R:3:lowdin_charge:R:1
O 0.443 0.341 0.815 0.1 -1.5 -0.4 -0.30
V 0.595 -1.223 0.761 -0.8 -0.1 2.7 1.16
O -0.312 -1.794 1.986 1.9 1.0 -2.8 -0.35
C -4.280 5.110 1.113 -1.2 4.1 2.5 -0.48
O -3.561 5.880 0.137 1.5 -1.0 -0.7 -0.12
O -4.787 6.084 1.995 -0.1 -3.3 -1.8 -0.29
C -5.183 4.055 0.369 0.0 1.9 0.4 -0.58
F -5.892 4.406 -0.744 -0.1 0.3 0.6 0.10
F -4.400 3.077 -0.051 1.0 -1.5 -0.6 0.12
F -6.018 3.519 1.262 -0.8 -0.3 0.0 0.12
C -2.167 5.587 0.041 -0.4 1.4 -2.6 -0.25
C -1.647 6.446 -1.180 -0.7 -0.7 0.2 -0.09
H -1.866 7.512 -1.114 0.3 0.1 0.6 0.06
H -0.596 6.243 -1.385 0.2 0.2 0.2 0.05
H -2.181 6.170 -2.090 -0.2 -0.4 0.0 0.06
H -2.012 4.557 -0.282 0.1 -0.3 0.5 0.10
H -1.527 5.854 0.882 -0.5 -0.1 0.6 0.11
H -3.614 4.422 1.633 0.6 -0.3 0.1 0.12
C 2.130 -2.970 -3.192 0.7 0.2 3.4 -0.48
O 2.001 -1.556 -3.123 -0.8 2.0 -1.0 -0.13
O 1.845 -3.399 -1.892 -0.5 0.0 -2.6 -0.25
C 1.403 -3.638 -4.433 0.0 2.4 1.9 -0.57
F 1.571 -2.930 -5.595 0.2 -0.4 0.1 0.08
F 1.910 -4.837 -4.616 -0.2 -1.1 -0.5 0.15
F 0.079 -3.665 -4.244 -0.3 -0.7 -0.2 0.13
C 2.637 -0.729 -4.108 -1.1 0.7 0.2 -0.25
C 2.623 0.769 -3.675 0.4 -0.2 0.5 -0.08
H 1.750 1.392 -3.868 -0.6 -0.8 -0.1 0.06
H 2.799 0.849 -2.602 0.2 -0.1 0.0 0.07
H 3.385 1.363 -4.179 0.5 -0.4 -0.1 0.06
H 2.085 -0.774 -5.047 0.1 -0.2 -0.2 0.09
H 3.652 -1.084 -4.288 0.2 0.0 0.1 0.11
H 3.202 -3.062 -3.369 0.6 -0.8 -0.6 0.13
C 5.817 -0.093 3.634 -1.4 0.9 -0.1 -0.09
C 4.413 -0.780 3.792 0.0 -1.2 -1.6 -0.62
C 3.340 0.019 4.538 0.5 0.7 -0.4 -0.10
O 3.960 -1.304 2.558 -0.2 0.7 0.7 -0.28
H 5.846 0.626 2.816 -0.3 -0.3 -0.6 0.06
H 6.610 -0.825 3.474 -0.1 0.1 0.3 0.06
H 5.954 0.594 4.469 0.6 -0.4 0.6 0.05
H 4.629 -1.621 4.451 0.1 -0.6 0.4 0.09
H 3.113 0.900 3.937 -0.3 0.1 0.0 0.07
H 3.713 0.366 5.501 0.1 0.1 0.2 0.05
H 2.423 -0.538 4.725 0.1 -0.2 -0.3 0.06
C -3.787 -2.461 -1.197 -1.1 -0.9 -0.6 -0.19
O -2.606 -1.742 -1.141 0.7 0.6 0.3 -0.11
H -3.797 -3.297 -0.498 0.2 0.2 0.2 0.08
H -4.671 -1.841 -1.047 -0.1 0.1 0.4 0.08
H -3.907 -2.884 -2.195 -0.1 -0.3 -0.2 0.07
H -2.761 -1.024 -1.759 0.5 0.3 0.0 0.08
C -2.141 -5.983 3.370 -0.9 1.4 -1.0 -0.17
O -1.415 -6.550 2.300 1.0 -1.5 0.5 -0.12
H -2.784 -5.329 2.782 -0.6 0.7 1.3 0.08
H -2.764 -6.608 4.010 0.0 -0.9 -0.6 0.07
H -1.557 -5.425 4.102 0.6 0.2 -0.5 0.08
H -1.695 -6.176 1.461 0.0 0.1 0.3 0.07
```
Forces are in eV/Å.

The largest force on an atom comes out at 0.096 hartree/bohr. The calculation puts the total energy at -2731.625320 Eh. As for the charge: -2. For the highest occupied orbital energy, the calculation gives -1.850 eV. The value obtained for the gap between HOMO and LUMO is 3.25 eV.